Density functional theory data (wB97M-V/def2-TZVPD) for a structure of composition C42H52AsClKN9O9P in a non-equilibrium geometry.

Each line ends with the Löwdin charge.
Positions of all 116 atoms, in Å:
K  1.163  0.824  2.780  0.82
Cl  -3.094  -5.833  3.677  0.57
C  -2.032  -4.479  3.323  -0.69
C  -0.645  -4.681  3.272  -0.13
C  0.181  -3.621  3.009  -0.03
C  -0.291  -2.270  2.838  -0.40
O  0.511  -1.325  2.615  -0.25
C  -1.724  -2.113  2.903  -0.13
C  -2.401  -0.839  2.754  -0.11
N  -1.918  0.319  2.995  0.12
C  -2.742  1.439  2.963  -0.23
C  -4.059  1.434  3.369  -0.03
C  -4.856  2.597  3.299  -0.09
C  -4.350  3.767  2.813  -0.06
C  -2.991  3.827  2.413  -0.17
C  -2.402  4.989  1.860  -0.02
C  -1.083  4.980  1.521  -0.04
C  -0.331  3.805  1.751  -0.12
N  -0.850  2.702  2.224  0.10
C  -2.171  2.682  2.534  -0.17
C  -2.552  -3.231  3.113  -0.10
H  -0.245  -5.674  3.440  0.10
H  1.257  -3.755  2.967  0.09
H  -3.441  -0.921  2.397  0.12
H  -4.480  0.519  3.766  0.11
H  -5.889  2.548  3.622  0.10
H  -4.967  4.653  2.728  0.10
H  -3.017  5.868  1.702  0.11
H  -0.609  5.844  1.073  0.11
H  0.727  3.768  1.536  0.08
H  -3.626  -3.084  3.176  0.10
O  4.441  1.519  4.308  -0.03
C  3.450  2.159  3.908  -0.72
O  2.265  2.142  4.308  -0.18
C  3.717  3.121  2.742  -0.20
C  4.792  4.006  2.791  -0.01
C  4.985  4.887  1.744  -0.07
C  4.100  4.863  0.672  -0.08
C  3.071  3.941  0.701  -0.18
N  2.876  3.080  1.703  0.10
H  5.449  3.979  3.649  0.12
H  5.813  5.587  1.756  0.10
H  4.215  5.535  -0.168  0.10
H  2.348  3.883  -0.109  0.10
O  -0.502  -0.237  -2.035  0.00
N  0.163  -0.354  -1.097  -0.07
C  -2.967  1.301  -0.401  0.00
C  -1.991  2.384  -0.791  -0.38
O  -0.799  2.252  -0.652  0.06
C  -2.550  3.649  -1.391  -0.15
C  -1.652  4.558  -1.948  -0.02
C  -2.103  5.724  -2.541  -0.07
C  -3.467  5.995  -2.587  -0.09
C  -4.366  5.103  -2.019  -0.08
C  -3.910  3.934  -1.425  -0.03
H  -2.422  0.439  -0.021  0.08
H  -3.560  1.011  -1.274  0.09
H  -3.651  1.663  0.371  0.08
H  -0.597  4.311  -1.909  0.11
H  -1.395  6.419  -2.976  0.10
H  -3.825  6.902  -3.057  0.10
H  -5.428  5.314  -2.051  0.10
H  -4.623  3.252  -0.977  0.11
C  3.926  2.145  -1.938  -0.33
As  2.335  0.975  -1.911  1.12
C  3.105  -0.439  -3.030  -0.32
C  1.415  1.936  -3.368  -0.31
H  4.513  1.936  -2.835  0.02
H  4.533  1.958  -1.056  -0.01
H  3.620  3.190  -1.953  0.00
H  3.634  0.012  -3.870  0.01
H  2.312  -1.086  -3.413  0.01
H  3.800  -1.029  -2.434  0.00
H  1.940  1.791  -4.312  0.02
H  1.379  3.000  -3.132  0.01
H  0.395  1.568  -3.476  0.00
N  4.355  -3.557  1.328  0.15
N  4.374  -2.176  1.191  -0.28
N  4.743  -1.398  2.172  0.14
C  4.661  -0.200  1.595  -0.18
N  4.262  -0.291  0.318  0.02
N  4.089  -1.575  0.073  0.06
H  4.347  -3.745  2.321  0.10
H  3.529  -3.917  0.869  0.04
H  4.877  0.711  2.136  0.09
C  -2.742  -4.692  -2.316  -0.02
C  -2.684  -3.171  -2.276  -0.61
C  -2.624  -2.590  -3.685  -0.03
C  -3.875  -2.602  -1.527  -0.02
O  -1.534  -2.775  -1.476  -0.14
P  -0.018  -2.908  -1.868  0.41
O  0.362  -2.935  -3.281  -0.23
O  0.651  -1.747  -0.941  -0.19
O  0.390  -4.190  -1.041  -0.13
C  1.560  -5.019  -1.277  -0.60
C  2.781  -4.180  -1.647  -0.05
C  1.246  -6.002  -2.398  -0.03
C  1.773  -5.750  0.039  -0.03
H  -3.660  -5.019  -2.807  0.09
H  -2.711  -5.095  -1.302  0.10
H  -1.885  -5.085  -2.869  0.08
H  -3.594  -2.720  -4.166  0.09
H  -1.856  -3.082  -4.279  0.07
H  -2.380  -1.527  -3.639  0.09
H  -4.804  -2.918  -2.003  0.09
H  -3.828  -1.511  -1.531  0.07
H  -3.867  -2.944  -0.490  0.09
H  2.704  -3.832  -2.678  0.08
H  3.688  -4.779  -1.550  0.09
H  2.858  -3.296  -1.011  0.04
H  0.975  -5.448  -3.299  0.08
H  0.412  -6.649  -2.115  0.09
H  2.121  -6.619  -2.609  0.09
H  1.784  -5.033  0.864  0.07
H  2.709  -6.311  0.019  0.09
H  0.951  -6.443  0.225  0.09

* max |F|: 0.0314 Eh/bohr
* total charge: -1
* ΔE to the lowest compared entry with this formula, charge and spin: 46.8 kcal per mole
* E: -175214.0085 eV
* frontier orbital gap: 6.52 eV